80
Properties=species:S:1:pos:R:3:forces:R:3:mulliken_charge:R:1 method="wB97M-V/def2-TZVPD" orbital_gap_ev="6.14 / 6.21" total_charge=-2 max_force_ha_per_bohr=0.0206 de_lowest_kj_mol=0.00 spin_multiplicity=2
Ti -0.65021 0.26174 -0.21356 0.55 -0.24 -0.87 0.12
O -3.20073 -0.21361 4.56341 -0.18 -0.44 0.62 -0.71
C -2.67062 -1.43767 4.40764 -0.18 0.16 0.19 0.32
C -2.90346 -2.39442 5.39731 0.00 -0.01 0.01 -0.71
C -2.38268 -3.66914 5.27203 -0.01 -0.03 0.04 -0.28
C -1.62121 -4.01775 4.16109 0.02 0.04 -0.05 -0.90
C -1.38779 -3.06619 3.18158 0.00 -0.03 0.02 -0.38
C -1.90135 -1.77808 3.28842 0.23 0.02 -0.11 0.01
C -1.62944 -0.79672 2.20650 -0.11 -0.34 -0.02 1.01
O -0.92938 -1.16114 1.20954 0.05 -0.06 0.38 -0.55
N -2.19336 0.38301 2.33811 0.15 0.11 -0.44 -1.13
N -1.96933 1.15122 1.20150 -0.57 0.27 0.64 0.74
C -2.45038 2.33776 1.24402 0.05 -0.12 -0.15 -0.40
C -2.37527 3.27618 0.14053 -0.02 -0.03 0.04 0.37
C -2.94363 4.54193 0.29220 0.01 0.03 -0.06 -0.66
C -2.93844 5.46724 -0.73609 -0.01 -0.03 0.06 -0.76
C -2.35729 5.10971 -1.95209 0.02 0.02 -0.08 -0.36
C -1.78733 3.86545 -2.13156 -0.01 -0.01 0.07 -0.76
C -1.76890 2.92021 -1.08871 0.00 -0.10 0.00 0.54
O -1.20557 1.75806 -1.27077 0.14 0.68 -0.03 -0.08
H -2.94750 0.29668 3.74770 0.07 0.33 -0.34 0.67
H -3.50127 -2.10697 6.25337 0.00 -0.01 0.00 0.39
H -2.57458 -4.40127 6.04960 0.00 0.01 -0.01 0.34
H -1.21667 -5.01696 4.06031 0.00 0.01 0.00 0.41
H -0.80355 -3.29357 2.29991 0.01 -0.01 0.00 0.44
H -2.95733 2.66086 2.15103 -0.04 -0.01 0.05 0.18
H -3.39783 4.79211 1.24610 0.00 -0.01 0.00 0.35
H -3.37895 6.44662 -0.59865 0.00 0.00 -0.01 0.36
H -2.35019 5.81903 -2.77305 0.00 0.00 0.01 0.37
H -1.33332 3.57638 -3.07074 0.00 0.02 -0.01 0.41
S -2.85856 -1.03052 -1.17401 0.24 -0.04 0.13 -0.58
C -2.75126 -1.83356 -2.72439 -0.01 0.11 -0.05 0.42
C -3.38659 -3.06598 -2.94167 -0.01 0.01 -0.01 -0.59
C -3.35516 -3.69132 -4.17957 0.00 0.02 0.02 -0.42
C -2.68126 -3.11317 -5.24921 0.00 0.00 0.01 -0.50
C -2.03593 -1.89755 -5.04711 0.03 -0.01 0.01 -0.43
C -2.07039 -1.26916 -3.81321 0.02 -0.03 -0.03 -0.27
H -3.90633 -3.52644 -2.10903 0.01 0.01 -0.01 0.34
H -3.85840 -4.64529 -4.30441 0.01 0.00 -0.02 0.32
H -2.64573 -3.60556 -6.21481 0.00 0.00 0.01 0.34
H -1.48276 -1.43468 -5.85816 -0.01 -0.02 0.00 0.36
H -1.55898 -0.32525 -3.66902 0.01 0.02 0.03 0.20
C 0.71233 -3.88425 -3.59086 -0.01 0.02 -0.05 -0.46
C 1.32982 -2.79021 -4.18837 -0.03 -0.03 -0.01 -0.76
C 1.45500 -1.58851 -3.51508 0.06 0.02 0.08 0.41
C 0.98897 -1.43433 -2.19528 0.00 0.08 0.03 -0.11
C 0.37883 -2.55127 -1.60577 0.02 -0.05 -0.03 -0.68
C 0.22815 -3.74386 -2.29841 -0.01 0.05 0.05 -0.77
N 1.03338 -0.22147 -1.50037 -0.31 -0.49 -0.17 0.38
C 2.15561 0.57392 -1.66998 -0.01 0.04 0.16 -0.23
C 2.06633 1.97150 -1.52219 0.03 -0.03 -0.09 -0.05
C 3.18340 2.78430 -1.61147 -0.06 0.01 -0.01 -0.70
C 4.44519 2.25435 -1.85513 0.02 -0.03 0.00 -0.54
C 4.55697 0.87540 -1.99611 0.01 -0.01 0.00 -0.57
C 3.44673 0.05345 -1.90462 -0.09 0.04 0.01 -0.24
H 0.58289 -4.81277 -4.13463 0.00 0.01 0.01 0.36
H 1.69107 -2.86413 -5.20956 0.00 0.00 0.01 0.30
H 1.91057 -0.73957 -4.00951 0.01 0.02 0.00 0.43
H -0.00068 -2.46936 -0.59461 0.00 -0.01 0.01 0.54
H -0.28260 -4.57003 -1.81538 0.01 0.01 -0.01 0.39
H 1.09719 2.40816 -1.33021 -0.02 0.00 0.00 0.31
H 3.05873 3.85519 -1.48576 0.01 -0.01 0.00 0.39
H 5.31798 2.89394 -1.92257 -0.01 -0.01 0.01 0.34
H 5.52961 0.42240 -2.16387 0.00 0.02 0.00 0.29
H 3.57342 -1.01707 -1.99079 -0.02 -0.05 -0.01 0.45
C 3.18142 0.05768 4.40412 0.02 -0.03 0.04 -0.98
Si 3.10733 1.47707 3.17334 -0.01 0.03 -0.10 -0.25
C 4.76936 1.59703 2.30399 0.04 -0.02 0.02 -0.90
C 2.84907 3.07028 4.14583 0.01 0.00 0.03 -0.99
C 1.78375 1.21588 1.98694 -0.10 0.04 0.06 0.00
C 0.89564 0.98041 1.17477 0.00 0.06 -0.04 0.58
H 3.96876 0.21394 5.14887 -0.02 -0.02 -0.01 0.27
H 3.38000 -0.88207 3.88266 -0.01 0.03 0.01 0.28
H 2.22650 -0.05144 4.92425 0.02 0.02 -0.02 0.31
H 5.57920 1.80492 3.01162 0.00 0.00 -0.03 0.28
H 4.74982 2.38584 1.54765 -0.01 -0.03 0.02 0.25
H 4.99119 0.66060 1.78546 -0.01 0.03 0.00 0.27
H 3.65701 3.22360 4.86915 -0.03 0.02 -0.01 0.27
H 1.90059 3.03815 4.68795 0.02 0.00 -0.02 0.29
H 2.82042 3.93011 3.47185 0.00 -0.03 0.01 0.29